8
Properties=species:S:1:pos:R:3:forces:R:3 method="wB97M-V/def2-TZVPD" total_charge=0 fmax_ev_per_a=4.39 de_lowest_ev=0.7110 gap_ev=10.59
C 0.41827 -0.62797 2.15791 0.18 0.60 -1.28
C 0.56636 -0.14253 1.08006 0.60 1.54 -3.80
O 0.77910 0.38404 -0.18421 0.62 -1.05 4.21
Si -0.36933 0.33866 -1.36620 1.25 -1.61 -0.46
H 0.28054 -0.83483 3.14733 -0.25 -0.65 1.79
H 0.47046 -0.15155 -2.53030 -0.82 0.22 0.30
H -0.87249 1.63137 -1.56600 -0.71 1.35 -0.36
H -1.27291 -0.59719 -0.73858 -0.86 -0.40 -0.41